# 1
The following is a DFT calculation (ωB97M-V with the def2-TZVPD basis set) of a single C6H10O molecule.

```
17
Properties=species:S:1:pos:R:3
H -2.656 1.823 -0.148
H -1.368 2.188 1.105
C -1.284 0.370 -0.211
C 2.473 -0.126 0.226
H 2.324 0.984 0.350
C 0.336 -1.750 -0.107
H 3.455 -0.470 0.852
H 1.070 -0.775 1.851
C 1.299 -0.900 0.758
H -2.679 -1.096 -0.569
H 0.773 -2.098 -0.990
O -2.365 -0.283 -0.883
H 2.660 -0.436 -0.830
C -0.367 -0.461 0.076
H -0.063 -2.590 0.488
H -1.010 2.386 -0.677
C -1.567 1.742 0.129
```

## Properties
net charge = 0
F_max = 0.1478 hartree/bohr
HOMO-LUMO gap = 9.1 eV
E_HOMO = -8.2 eV
ΔE to the lowest compared entry with this formula, charge and spin = 376.9 kJ/mol
E_tot = -309.6988 hartree
SMILES = C/C(O)=C1/C[C@H]1C
spin multiplicity = 1



# 2
The following is a DFT calculation (ωB97M-V with the def2-TZVPD basis set) of a 2-piece molecular cluster, C6H10O overall.

```
17
Properties=species:S:1:pos:R:3
C -0.704 0.515 -0.258
O 0.359 -3.025 0.620
H 2.362 2.996 -1.920
H -2.469 -0.269 2.187
C -1.690 -0.427 0.244
H -1.327 -1.545 2.224
H 1.050 -2.860 1.235
C 0.662 0.465 -0.283
H 0.011 -2.300 0.115
C -1.855 -0.881 1.524
H 1.236 -0.264 0.466
H -1.125 0.933 -1.194
C 1.700 2.440 -1.141
H -2.670 -0.422 -0.161
H 0.970 2.992 -0.557
H 2.042 0.505 -1.857
C 1.448 1.148 -1.245
```

## Properties
net charge = 0
F_max = 0.0922 hartree/bohr
HOMO-LUMO gap = 7.0 eV
E_HOMO = -7.6 eV
ΔE to the lowest compared entry with this formula, charge and spin = 532.0 kJ/mol
E_tot = -309.6398 hartree
SMILES = C=C/C=C/C=C.O
spin multiplicity = 1



# 3
The following is a DFT calculation (ωB97M-V with the def2-TZVPD basis set) of a single C6H10O molecule.

```
17
Properties=species:S:1:pos:R:3
H -2.082 -1.585 0.217
C -0.274 1.358 0.823
O -0.024 -1.377 0.121
H 2.580 -0.340 -1.487
C -1.266 -1.012 0.679
H -2.413 0.870 0.330
C -0.347 0.836 -0.579
H -0.502 2.407 0.979
H 0.507 0.963 1.472
H -0.565 1.507 -1.406
C 1.960 -0.458 -0.597
H 2.271 0.270 0.162
H 0.248 -0.778 -1.863
H 2.088 -1.451 -0.187
H -1.248 -1.263 1.749
C -1.412 0.467 0.414
C 0.448 -0.435 -0.836
```

## Properties
net charge = 0
F_max = 0.0125 hartree/bohr
HOMO-LUMO gap = 10.7 eV
E_HOMO = -9.5 eV
ΔE to the lowest compared entry with this formula, charge and spin = 75.4 kJ/mol
E_tot = -309.8137 hartree
SMILES = C[C@H]1OC[C@H]2C[C@H]21
spin multiplicity = 1



# 4
The following is a DFT calculation (ωB97M-V with the def2-TZVPD basis set) of a single C6H10O molecule.

```
17
Properties=species:S:1:pos:R:3
C 1.180 0.916 -0.031
C -1.207 -0.687 0.305
C -0.049 -1.343 -0.428
H -1.016 -0.728 1.383
C 1.297 -0.664 -0.092
H -2.153 -1.201 0.106
H -1.501 0.772 -1.245
H -0.139 2.429 0.723
O 1.734 -0.794 1.161
H 0.040 -2.398 -0.150
C -1.338 0.783 -0.154
H 2.029 -0.945 -0.880
C -0.079 1.507 0.143
H 1.662 1.014 1.016
H 1.964 1.360 -0.648
H -2.198 1.280 0.305
H -0.225 -1.302 -1.514
```

## Properties
net charge = 0
F_max = 0.0414 hartree/bohr
HOMO-LUMO gap (alpha / beta) = 9.9 / 7.0 eV
E_HOMO (alpha / beta) = -9.7 / -7.8 eV
ΔE to the lowest compared entry with this formula, charge and spin = 334.0 kJ/mol
E_tot = -309.7152 hartree
spin multiplicity = 1



# 5
The following is a DFT calculation (ωB97M-V with the def2-TZVPD basis set) of a single C6H10O molecule.

```
17
Properties=species:S:1:pos:R:3
O -0.139 1.535 0.265
H -0.584 -1.760 -0.811
C -0.199 -1.396 0.150
C 1.160 1.480 -0.255
H -1.034 -0.088 1.722
H -2.442 -0.362 -1.008
H -3.014 0.648 0.445
H 1.909 -1.940 -0.100
H 1.186 1.883 -1.275
C 1.266 -1.058 -0.048
C -2.258 0.013 -0.006
H -0.252 -2.248 0.838
H 1.762 2.156 0.370
H 2.910 0.160 -0.434
C -1.189 -0.403 0.691
C 1.832 0.129 -0.247
H -0.913 1.252 -0.298
```

## Properties
net charge = 0
F_max = 0.0348 hartree/bohr
HOMO-LUMO gap = 10.0 eV
E_HOMO = -9.0 eV
ΔE to the lowest compared entry with this formula, charge and spin = 196.3 kJ/mol
E_tot = -309.7676 hartree
SMILES = C=CC/C=C\CO
spin multiplicity = 1



# 6
The following is a DFT calculation (ωB97M-V with the def2-TZVPD basis set) of a single C6H10O molecule.

```
17
Properties=species:S:1:pos:R:3
C -2.083 -0.529 -0.439
H -1.730 -0.938 -1.406
C 0.235 0.500 -0.391
O 2.765 -0.974 -0.807
H 0.226 -1.686 -0.245
H 0.665 1.394 1.636
H 2.677 -0.576 1.171
C 0.562 1.545 0.575
C 0.649 -0.827 0.275
C -1.203 0.692 -0.188
C 2.154 -0.819 0.222
H 0.284 -0.821 1.310
H -3.127 -0.242 -0.597
H -2.060 -1.375 0.255
H 0.655 0.564 -1.400
H -1.703 1.642 -0.155
H 1.036 2.450 0.184
```

## Properties
net charge = 0
F_max = 0.0339 hartree/bohr
HOMO-LUMO gap (alpha / beta) = 8.4 / 8.5 eV
E_HOMO (alpha / beta) = -8.0 / -8.0 eV
ΔE to the lowest compared entry with this formula, charge and spin = 390.5 kJ/mol
E_tot = -309.6936 hartree
spin multiplicity = 1



# 7
The following is a DFT calculation (ωB97M-V with the def2-TZVPD basis set) of a single C6H10O molecule.

```
17
Properties=species:S:1:pos:R:3
C 1.090 0.064 0.346
H -0.970 -1.341 1.032
C -1.894 -0.030 -0.389
C -1.091 1.189 -0.234
H -1.618 2.121 -0.438
H 2.991 1.102 0.644
H 2.776 0.427 -0.983
H 0.956 -0.241 1.394
C -1.689 -1.199 0.233
C 2.579 0.257 0.081
O -2.354 -2.355 -0.017
H 0.725 -0.777 -0.258
H 3.127 -0.643 0.382
H -2.888 -2.235 -0.814
H -2.720 0.025 -1.101
C 0.215 1.255 0.064
H 0.684 2.239 0.104
```

## Properties
net charge = 0
F_max = 0.0072 hartree/bohr
HOMO-LUMO gap = 9.1 eV
E_HOMO = -8.2 eV
ΔE to the lowest compared entry with this formula, charge and spin = 82.9 kJ/mol
E_tot = -309.8108 hartree
SMILES = CC/C=C\C=C\O
spin multiplicity = 1



# 8
The following is a DFT calculation (ωB97M-V with the def2-TZVPD basis set) of C6H10O as an isolated structure.

```
17
Properties=species:S:1:pos:R:3
H 0.265 -1.729 -1.170
C -0.008 -0.243 0.627
C -0.581 0.316 -1.239
H 0.254 -0.164 2.799
C -0.450 -1.073 -0.641
H 0.785 -1.705 2.044
H -2.057 0.383 0.339
C -1.069 0.783 0.151
C 1.236 0.460 0.051
H -0.953 1.833 0.452
O 0.804 0.797 -1.278
H -0.911 -1.371 2.212
H 2.065 -0.239 -0.071
H -1.399 -1.590 -0.512
H 1.512 1.386 0.598
H -1.093 0.574 -2.157
C 0.056 -0.869 1.999
```

## Properties
net charge = 0
F_max = 0.0230 hartree/bohr
HOMO-LUMO gap = 10.3 eV
E_HOMO = -9.4 eV
ΔE to the lowest compared entry with this formula, charge and spin = 99.2 kJ/mol
E_tot = -309.8046 hartree
spin multiplicity = 1



# 9
The following is a DFT calculation (ωB97M-V with the def2-TZVPD basis set) of a 2-piece molecular cluster, C6H10O overall.

```
17
Properties=species:S:1:pos:R:3
O -2.543 1.491 -1.415
H -0.140 2.485 -1.163
H -1.270 0.180 -2.369
C 0.746 -0.555 0.258
H -1.663 -0.180 -0.628
H 0.910 1.143 -1.891
H -0.569 1.108 0.813
C 0.302 1.500 -1.065
H 1.147 0.048 2.345
H -0.782 -1.419 1.662
C -1.810 0.532 -1.466
C 0.188 -1.593 1.203
C 0.100 0.751 0.024
H 1.317 -0.931 -0.588
C 1.343 -0.747 1.629
H 0.388 -2.633 0.959
H 2.335 -1.179 1.694
```

## Properties
net charge = 0
F_max = 0.0180 hartree/bohr
HOMO-LUMO gap = 10.2 eV
E_HOMO = -9.2 eV
ΔE to the lowest compared entry with this formula, charge and spin = 244.3 kJ/mol
E_tot = -309.7493 hartree
SMILES = C=CC1CC1.C=O
spin multiplicity = 1



# 10
The following is a DFT calculation (ωB97M-V with the def2-TZVPD basis set) of a 2-piece molecular cluster, C6H10O overall.

```
17
Properties=species:S:1:pos:R:3
C 1.425 -0.918 0.686
C -1.120 -0.333 0.645
H -0.898 0.369 -0.155
C -0.617 0.000 2.024
C 0.368 1.279 -2.420
H -0.199 -2.115 1.564
H -2.083 -0.826 0.555
H 1.601 -1.563 -0.184
H 1.581 0.121 0.370
O -1.860 1.702 -3.424
H 0.687 0.260 -2.239
H 1.008 2.115 -2.169
H -1.236 -0.263 2.876
H -0.057 0.924 2.147
H 2.184 -1.155 1.440
C -0.813 1.503 -2.951
C 0.029 -1.102 1.234
```

## Properties
net charge = 0
F_max = 0.0198 hartree/bohr
HOMO-LUMO gap = 10.3 eV
E_HOMO = -9.4 eV
ΔE to the lowest compared entry with this formula, charge and spin = 147.6 kJ/mol
E_tot = -309.7861 hartree
SMILES = CC1CC1.C=C=O
spin multiplicity = 1



# 11
The following is a DFT calculation (ωB97M-V with the def2-TZVPD basis set) of a 2-piece molecular cluster, C6H10O overall.

```
17
Properties=species:S:1:pos:R:3
O -0.608 1.237 0.239
C -1.412 1.020 -1.009
H 1.258 -1.412 0.892
H -0.577 -0.684 1.142
C 0.018 0.899 -1.322
C 2.675 0.046 0.287
C -2.162 -0.165 -0.374
H -1.833 0.456 1.735
H 2.027 0.906 0.433
H -1.981 1.893 -1.333
H 3.673 0.258 -0.096
C 2.259 -1.195 0.517
H -3.229 -0.003 -0.203
H 2.892 -2.060 0.341
H -2.004 -1.118 -0.886
H 0.302 -0.165 -1.222
C -1.297 0.086 0.857
```

## Properties
net charge = 0
F_max = 0.0062 hartree/bohr
HOMO-LUMO gap = 9.0 eV
E_HOMO = -8.1 eV
ΔE to the lowest compared entry with this formula, charge and spin = 562.1 kJ/mol
E_tot = -309.6283 hartree
spin multiplicity = 1



# 12
The following is a DFT calculation (ωB97M-V with the def2-TZVPD basis set) of C6H10O as an isolated structure.

```
17
Properties=species:S:1:pos:R:3
H -1.568 0.948 -2.173
O -0.553 -1.104 -0.800
C -0.209 0.449 0.937
C -0.252 0.278 -0.552
C -1.232 1.212 -1.143
H -1.528 0.786 1.142
C 0.354 -0.945 1.339
C 0.666 -1.408 -0.103
H 2.168 0.257 -0.020
H -2.026 1.112 0.050
H 1.597 -0.139 -1.691
H 1.251 -0.946 1.971
H 0.357 1.337 1.249
C 1.342 -0.148 -0.642
H 1.018 -2.426 -0.295
H -0.947 2.264 -1.076
H -0.438 -1.528 1.806
```

## Properties
net charge = 0
F_max = 0.0884 hartree/bohr
HOMO-LUMO gap = 10.4 eV
E_HOMO = -9.5 eV
ΔE to the lowest compared entry with this formula, charge and spin = 383.8 kJ/mol
E_tot = -309.6962 hartree
spin multiplicity = 1



Please write out number 7 again, unchanged.
The following is a DFT calculation (ωB97M-V with the def2-TZVPD basis set) of a single C6H10O molecule.

```
17
Properties=species:S:1:pos:R:3
C 1.090 0.064 0.346
H -0.970 -1.341 1.032
C -1.894 -0.030 -0.389
C -1.091 1.189 -0.234
H -1.618 2.121 -0.438
H 2.991 1.102 0.644
H 2.776 0.427 -0.983
H 0.956 -0.241 1.394
C -1.689 -1.199 0.233
C 2.579 0.257 0.081
O -2.354 -2.355 -0.017
H 0.725 -0.777 -0.258
H 3.127 -0.643 0.382
H -2.888 -2.235 -0.814
H -2.720 0.025 -1.101
C 0.215 1.255 0.064
H 0.684 2.239 0.104
```

## Properties
net charge = 0
F_max = 0.0072 hartree/bohr
HOMO-LUMO gap = 9.1 eV
E_HOMO = -8.2 eV
ΔE to the lowest compared entry with this formula, charge and spin = 82.9 kJ/mol
E_tot = -309.8108 hartree
SMILES = CC/C=C\C=C\O
spin multiplicity = 1